Computed, not measured: a 2-piece molecular cluster, C6H14O overall, with the ωB97M-V functional and the def2-TZVPD basis.

CARTESIAN COORDINATES (ANGSTROEM)
1 C 1.701 1.396 -0.853
2 C 1.537 0.295 0.198
3 C 2.464 -0.883 -0.097
4 C 0.076 -0.190 0.295
5 C -0.838 0.926 0.742
6 C -3.504 -0.932 0.089
7 O -1.023 1.205 1.904
8 H 2.742 1.734 -0.900
9 H 1.080 2.272 -0.635
10 H 1.425 1.026 -1.849
11 H 1.800 0.708 1.181
12 H 3.509 -0.556 -0.139
13 H 2.217 -1.338 -1.065
14 H 2.383 -1.658 0.672
15 H 0.006 -0.996 1.033
16 H -0.252 -0.576 -0.681
17 H -1.326 1.519 -0.061
18 H -3.031 -1.904 0.247
19 H -3.081 -0.460 -0.803
20 H -4.577 -1.071 -0.055
21 H -3.335 -0.295 0.960

Calculated values
largest force on an atom: 0.010 Eh/bohr
ΔE to the lowest compared entry with this formula, charge and spin: 14.02 kcal/mol
DFT total energy: -8496.2845 eV
orbital gap: 10.69 eV
SMILES string: CC(C)CC=O.C
LUMO energy: 0.034 Eh
E_HOMO: -0.3585 Eh



Computed, not measured: a 3-piece molecular cluster, C16H25BN2O6S overall in a non-equilibrium geometry, with the ωB97M-V functional and the def2-TZVPD basis.

CARTESIAN COORDINATES (ANGSTROEM)
1 O -4.593 3.567 -2.066
2 S -3.679 2.301 -1.839
3 O -4.730 1.154 -1.142
4 C -4.125 -0.183 -1.049
5 C -2.858 -0.311 -0.020
6 C -3.027 0.473 1.407
7 C -4.410 1.062 2.057
8 C -4.444 1.882 3.514
9 C -3.010 2.086 4.328
10 C -1.600 1.471 3.746
11 C -1.633 0.684 2.307
12 O -2.497 2.848 -0.727
13 O -2.804 4.061 -0.283
14 B -1.710 4.422 0.686
15 O -2.077 5.090 1.974
16 O -0.272 4.096 0.392
17 H -3.695 -0.423 -2.137
18 H -4.949 -1.027 -0.864
19 H -2.763 -1.470 0.247
20 H -1.839 0.016 -0.549
21 H -5.421 0.932 1.464
22 H -5.482 2.294 3.923
23 H -3.038 2.686 5.332
24 H -0.581 1.594 4.310
25 H -0.626 0.236 1.877
26 H -1.356 4.859 2.658
27 H -0.073 3.194 0.814
28 C 0.026 -2.978 -2.350
29 C 1.299 -2.697 -1.557
30 C 1.347 -3.445 -0.224
31 C 0.176 -3.020 0.646
32 N -0.796 -2.667 1.369
33 H -0.867 -2.643 -1.813
34 H 0.048 -2.445 -3.306
35 H -0.078 -4.049 -2.558
36 H 1.375 -1.617 -1.381
37 H 2.165 -2.986 -2.162
38 H 2.283 -3.222 0.299
39 H 1.300 -4.527 -0.388
40 C 6.926 -0.779 -2.153
41 C 5.577 -0.207 -1.728
42 C 5.000 -0.899 -0.492
43 C 4.787 -2.376 -0.784
44 N 4.611 -3.601 -1.025
45 H 6.846 -1.833 -2.440
46 H 7.313 -0.236 -3.021
47 H 7.660 -0.696 -1.344
48 H 4.875 -0.295 -2.566
49 H 5.695 0.862 -1.518
50 H 4.041 -0.445 -0.221
51 H 5.679 -0.794 0.360

Calculated values
largest force on an atom: 0.195 Eh/bohr
DFT total energy: -43761.7485 eV
orbital gap: 8.33 eV
LUMO energy: -0.004 Eh
E_HOMO: -0.3096 Eh



Computed, not measured: C43H31F3N7O2SSbTi as an isolated structure in a non-equilibrium geometry, with the ωB97M-V functional and the def2-TZVPD basis.

CARTESIAN COORDINATES (ANGSTROEM)
1 Ti -0.589 -0.072 -1.688
2 N -1.906 4.179 -1.084
3 C -1.595 2.887 -0.922
4 S -0.878 2.130 -2.366
5 N -1.782 2.194 0.172
6 N -1.543 0.870 0.060
7 C -2.017 0.052 0.955
8 C -2.874 0.521 2.058
9 C -2.577 1.615 2.947
10 C -3.518 2.018 3.876
11 C -4.759 1.330 3.929
12 C -5.045 0.336 2.991
13 C -4.097 -0.066 2.114
14 C -1.626 -1.391 0.725
15 C -1.938 -2.350 1.706
16 C -1.310 -3.547 1.625
17 C -0.418 -3.778 0.541
18 C -0.280 -2.877 -0.435
19 N -0.822 -1.674 -0.302
20 H -1.573 4.700 -1.834
21 H -2.347 4.735 -0.360
22 H -1.614 2.115 2.938
23 H -3.172 2.739 4.585
24 H -5.529 1.478 4.740
25 H -6.038 -0.171 3.066
26 H -4.350 -0.802 1.385
27 H -2.559 -2.054 2.493
28 H -1.572 -4.346 2.431
29 H 0.311 -4.620 0.565
30 H 0.299 -3.155 -1.282
31 O 0.355 -3.131 -4.312
32 C 0.262 -2.052 -3.797
33 N -0.765 -1.657 -2.914
34 C -1.912 -2.472 -2.874
35 O -1.957 -3.633 -3.167
36 C -3.103 -1.650 -2.619
37 C -4.354 -2.114 -3.027
38 C -5.418 -1.271 -2.707
39 C -5.225 -0.088 -2.012
40 C -3.920 0.315 -1.752
41 N -2.849 -0.475 -1.996
42 C 1.331 -0.971 -3.878
43 C 2.341 -1.102 -4.731
44 C 3.317 -0.105 -4.785
45 C 3.239 0.950 -3.901
46 C 2.120 1.042 -3.098
47 N 1.198 0.083 -3.015
48 H -4.468 -3.081 -3.562
49 H -6.321 -1.742 -3.038
50 H -6.019 0.565 -1.797
51 H -3.816 1.287 -1.225
52 H 2.324 -1.968 -5.385
53 H 4.203 -0.324 -5.417
54 H 4.027 1.714 -3.904
55 H 2.055 1.918 -2.433
56 F 4.027 6.155 0.030
57 C 3.472 4.921 0.091
58 C 2.094 4.784 0.317
59 C 1.500 3.545 0.499
60 C 2.287 2.406 0.308
61 C 3.741 2.535 0.103
62 C 4.299 3.803 0.024
63 Sb 1.494 0.456 0.241
64 C 3.234 -0.839 0.103
65 C 4.082 -0.964 1.212
66 C 5.071 -1.937 1.217
67 C 5.241 -2.738 0.075
68 F 6.218 -3.693 0.135
69 C 4.471 -2.557 -1.073
70 C 3.471 -1.637 -1.032
71 C 1.005 -0.029 2.307
72 C 0.662 0.967 3.242
73 C 0.443 0.662 4.564
74 C 0.407 -0.718 4.897
75 F 0.218 -1.069 6.198
76 C 0.786 -1.695 4.008
77 C 1.082 -1.337 2.707
78 H 1.528 5.669 0.179
79 H 0.442 3.442 0.667
80 H 4.303 1.648 -0.090
81 H 5.308 3.880 -0.142
82 H 3.921 -0.433 2.167
83 H 5.634 -2.124 2.121
84 H 4.660 -3.202 -1.917
85 H 2.920 -1.577 -1.976
86 H 0.529 2.040 3.020
87 H 0.167 1.387 5.255
88 H 0.938 -2.709 4.332
89 H 1.416 -2.077 1.927

Calculated values
largest force on an atom: 0.069 Eh/bohr
ΔE to the lowest compared entry with this formula, charge and spin: 0.00 kcal/mol
total charge: +2
DFT total energy: -108248.1473 eV
orbital gap: 7.13 eV
LUMO energy: -0.248 Eh
E_HOMO: -0.5100 Eh



Computed, not measured: a 2-piece molecular cluster, C7H14O overall in a non-equilibrium geometry, with the ωB97M-V functional and the def2-TZVPD basis.

CARTESIAN COORDINATES (ANGSTROEM)
1 C -1.004 0.375 -0.607
2 C 0.109 2.386 0.614
3 C 0.368 0.962 0.137
4 C 1.522 0.884 -0.825
5 O -2.079 0.228 0.284
6 H -2.173 1.044 0.784
7 H -1.220 1.159 -1.345
8 H -0.971 -0.510 -1.236
9 H -0.118 3.037 -0.229
10 H -0.723 2.435 1.319
11 H 0.985 2.781 1.123
12 H 1.327 1.466 -1.728
13 H 2.446 1.215 -0.359
14 C -0.778 -2.543 0.973
15 C 0.187 -2.329 -0.091
16 C 1.117 -2.365 -0.863
17 H 0.544 0.309 0.996
18 H -0.905 -3.612 1.140
19 H -0.429 -2.067 1.899
20 H -1.744 -2.093 0.704
21 H 1.682 -0.189 -1.109
22 H 1.860 -2.574 -1.580

Calculated values
largest force on an atom: 0.052 Eh/bohr
ΔE to the lowest compared entry with this formula, charge and spin: 64.99 kcal/mol
DFT total energy: -9530.9486 eV
orbital gap: 10.51 eV
SMILES string: CC(C)CO.C#CC
LUMO energy: 0.035 Eh
E_HOMO: -0.3514 Eh



Computed, not measured: one molecule with the formula C4H8N2O, with the ωB97M-V functional and the def2-TZVPD basis.

CARTESIAN COORDINATES (ANGSTROEM)
1 C -0.448 -0.681 0.313
2 C -0.444 1.335 -0.363
3 C 1.801 0.387 0.191
4 N 0.494 0.205 -0.381
5 C -1.532 0.376 0.062
6 N -0.538 -1.996 -0.257
7 O -2.727 0.393 0.088
8 H -0.245 -0.783 1.393
9 H -0.685 -1.928 -1.259
10 H -1.312 -2.507 0.152
11 H -0.567 1.825 -1.330
12 H -0.236 2.092 0.403
13 H 1.766 0.765 1.225
14 H 2.314 -0.573 0.184
15 H 2.359 1.092 -0.423

Calculated values
largest force on an atom: 0.015 Eh/bohr
ΔE to the lowest compared entry with this formula, charge and spin: 50.13 kcal/mol
DFT total energy: -9304.2194 eV
orbital gap: 10.04 eV
SMILES string: CN1CC(=O)[C@H]1N
LUMO energy: 0.035 Eh
E_HOMO: -0.3336 Eh